Entry 1:
Entry from OMol25: a cluster of 2 separate species, C2H4NO3S2 in total at a distorted geometry (wB97M-V/def2-TZVPD).

The geometry in XYZ format:
```
12
C2H4NO3S2 | OMol25 | wB97M-V/def2-TZVPD
S 0.178 -0.037 2.954
S 0.871 -2.042 -2.215
O -0.626 1.095 3.281
O -0.341 -1.297 3.366
O 0.292 -1.062 0.215
N 0.248 0.330 -1.697
C -0.158 1.550 -0.925
C 0.282 -0.748 -0.996
H -0.585 1.124 0.119
H 0.064 -3.121 -1.938
H 0.683 2.138 -0.519
H -0.906 2.070 -1.645
```

Its energy is -31442.240 eV. The lowest unoccupied orbital energy is 2.633 eV. For the HOMO-LUMO gap, the calculation gives 6.69 eV. The total charge is -1. The HOMO energy is -4.05 eV. Its relative energy (zero: lowest compared OMol25 entry of this formula, charge and spin) is 87.1 kJ/mol.

=====

Entry 2:
Entry from OMol25: a cluster of 2 separate species, C2H6N3 in total at a distorted geometry (wB97M-V/def2-TZVPD).

The geometry in XYZ format:
```
11
C2H6N3 | OMol25 | wB97M-V/def2-TZVPD
N -1.355 -0.287 0.252
N 1.158 -0.978 -0.154
N 2.785 0.735 0.259
C 2.006 -0.046 -0.240
C -2.305 0.477 -0.141
H -2.426 0.536 -1.199
H -0.273 -0.759 -0.059
H -1.052 -0.126 1.247
H 1.311 -2.019 -0.344
H 3.229 1.602 0.012
H -3.079 0.865 0.368
```

Its energy is -6632.301 eV. The lowest unoccupied orbital energy is -4.672 eV. For the HOMO-LUMO gap, the calculation gives 10.41 eV. The total charge is +1. The HOMO energy is -15.08 eV. Its relative energy (zero: lowest compared OMol25 entry of this formula, charge and spin) is 268.8 kJ/mol.

=====

Entry 3:
Entry from OMol25: a structure of composition C49H57N8O2S2Sn (wB97M-V/def2-TZVPD).

The geometry in XYZ format:
```
119
C49H57N8O2S2Sn | OMol25 | wB97M-V/def2-TZVPD
Sn -0.332 0.266 -0.140
S -0.230 3.836 -1.847
S 2.568 4.188 -0.989
O 1.580 -0.554 -0.400
O 5.183 1.616 -0.681
N -1.996 -0.617 -1.201
N 0.117 0.695 1.903
N -1.829 1.789 0.216
N -0.293 -1.820 0.647
N 0.998 -0.855 -3.067
N 0.233 0.195 -2.720
N 2.535 1.518 -0.461
N 1.218 1.921 -0.694
C 0.119 1.955 2.452
C -0.497 -2.927 -0.131
C 1.017 -1.052 -4.395
C -3.971 -4.027 -3.412
C 1.752 -4.410 2.429
C 4.000 -1.784 0.047
C 0.240 3.401 5.502
C 1.951 -0.359 5.891
C -1.676 2.871 1.064
C -2.643 3.886 0.763
C 2.621 0.222 -0.374
C 0.590 -2.223 1.614
C -1.248 -2.941 -1.287
C 1.048 2.027 3.548
C 1.201 -1.398 2.538
C -5.861 3.561 -0.588
C -3.258 1.404 -1.731
C 1.280 3.245 4.386
C 0.331 5.543 -1.660
C -2.826 2.164 -0.664
C 1.005 -0.037 2.660
C 0.221 -0.081 -4.957
C -2.864 -3.081 -3.890
C 2.604 0.312 4.677
C 0.157 -5.458 -0.165
C 1.604 0.790 3.673
C 0.878 -3.633 1.495
C 6.388 -1.723 -0.038
C -2.836 0.122 -2.012
C -4.498 4.120 -1.009
C 3.942 -0.414 -0.240
C 5.207 -2.441 0.156
C -3.283 -0.656 -3.129
C -0.991 -6.287 0.420
C 0.207 -4.072 0.399
C -5.688 -0.279 -3.797
C 1.162 3.152 -1.070
C -0.738 2.965 2.072
C -0.244 0.667 -3.865
C 1.823 5.548 -1.925
C -2.706 -1.885 -3.005
C -1.923 -1.855 -1.804
C -4.212 -0.168 -4.195
C -3.358 3.446 -0.311
C 1.044 -4.764 3.741
C -3.706 4.959 2.777
C 5.138 0.300 -0.418
C 6.356 -0.375 -0.324
C -2.825 5.153 1.539
H -3.270 5.909 0.890
H 4.266 1.959 -0.675
H -4.036 -0.741 -5.106
H -1.850 5.542 1.844
H 0.712 -3.865 4.263
H 3.296 -0.384 4.199
H 0.056 -5.412 -1.251
H 1.307 -1.185 5.584
H 1.897 -1.857 3.227
H -3.276 4.213 3.448
H 1.274 4.132 3.750
H -0.891 1.532 -3.859
H -3.805 -4.332 -2.377
H -3.817 5.892 3.329
H 2.707 -0.751 6.571
H 3.205 1.160 5.009
H 1.602 -1.841 -4.838
H 2.033 5.405 -2.984
H 5.238 -3.498 0.385
H -3.975 0.872 -4.434
H 2.077 -5.326 1.932
H 2.289 6.473 -1.587
H -6.027 3.709 0.480
H -1.324 -3.876 -1.824
H -1.018 -7.283 -0.022
H -4.377 4.014 -2.091
H 0.419 4.312 6.075
H 1.489 -1.345 -2.331
H -5.892 0.276 -2.879
H -4.463 5.190 -0.799
H -0.878 -6.398 1.499
H 0.163 -5.379 3.554
H -4.701 4.612 2.493
H 0.011 0.071 -6.001
H -5.964 -1.319 -3.618
H 0.279 2.555 6.189
H -5.923 2.490 -0.786
H 1.710 -5.317 4.405
H -3.083 -2.743 -4.905
H 7.265 0.192 -0.477
H 2.278 3.188 4.823
H -1.954 -5.805 0.235
H -0.709 3.883 2.643
H -0.771 3.447 5.094
H 1.334 0.351 6.443
H 2.658 -3.838 2.644
H -1.918 -3.622 -3.946
H 1.108 -5.957 0.032
H -6.668 4.056 -1.129
H -0.213 6.146 -2.386
H -4.946 -3.540 -3.459
H 3.067 -2.317 0.181
H -4.007 1.837 -2.381
H 7.344 -2.226 0.039
H -4.010 -4.925 -4.029
H -6.335 0.113 -4.583
H 0.098 5.889 -0.653
```

Its energy is -95254.406 eV. The lowest unoccupied orbital energy is -3.592 eV. For the HOMO-LUMO gap, the calculation gives 5.73 eV. The total charge is +1. The HOMO energy is -9.32 eV. Its relative energy (zero: lowest compared OMol25 entry of this formula, charge and spin) is 0.0 kJ/mol.

=====

Entry 4:
Entry from OMol25: a cluster of 2 separate species, C3H9N3 in total at a distorted geometry (wB97M-V/def2-TZVPD).

The geometry in XYZ format:
```
15
C3H9N3 | OMol25 | wB97M-V/def2-TZVPD
N 2.226 0.947 0.909
N -2.087 0.492 0.386
N 2.630 -0.666 -0.836
C -1.477 1.076 -0.615
C -2.119 -0.960 0.275
C 2.059 -0.290 0.272
H -2.990 -1.287 0.836
H -0.867 2.013 -0.576
H -1.207 -1.324 0.812
H 2.984 1.507 0.396
H -2.295 -1.257 -0.850
H -1.425 0.722 -1.617
H 1.996 -1.386 -1.366
H 1.184 -0.799 0.652
H 1.388 1.211 1.323
```

Its energy is -7724.538 eV. The lowest unoccupied orbital energy is 0.639 eV. The SMILES is [H]/N=C/N.C=NC. For the HOMO-LUMO gap, the calculation gives 9.86 eV. The HOMO energy is -9.22 eV. Its relative energy (zero: lowest compared OMol25 entry of this formula, charge and spin) is 292.9 kJ/mol.

=====

Entry 5:
Entry from OMol25: the molecule C26H26ClFN4O4S at a distorted geometry (wB97M-V/def2-TZVPD).

The geometry in XYZ format:
```
63
C26H26ClFN4O4S | OMol25 | wB97M-V/def2-TZVPD
Cl -3.673 -3.210 -5.917
S 2.934 -0.529 2.485
F -0.804 5.525 -0.683
O -0.901 -2.192 -1.628
O 4.187 -0.150 3.072
O -0.433 1.381 -2.278
O 2.806 -1.833 1.904
N 0.420 1.687 3.087
N 1.801 -0.446 3.704
N 0.847 -0.422 -2.689
N -1.998 -2.508 -3.610
C 1.485 1.111 -0.912
C -3.854 -3.857 -4.310
C 2.542 0.652 1.185
C 0.240 4.932 1.347
C 3.153 1.891 1.171
C -1.055 -1.954 -2.803
C 0.072 2.659 2.168
C -3.156 -3.975 -2.023
C 0.530 3.975 2.300
C 0.548 0.710 -2.008
C -4.855 -4.777 -4.067
C -5.008 -5.300 -2.794
C -0.705 2.347 1.045
C 1.716 0.250 0.156
C -2.987 -3.438 -3.296
C 2.891 2.765 0.128
C -1.009 3.300 0.096
C -4.158 -4.896 -1.779
C 1.943 0.618 4.661
C 0.432 -0.735 3.341
C -0.172 -0.953 -3.561
C 2.003 -1.258 -2.474
C -0.525 4.585 0.252
C 1.403 1.955 4.113
C 2.053 2.380 -0.905
C -0.415 0.551 3.392
H 2.383 -1.588 -3.444
H 3.006 0.698 4.888
H 1.411 0.322 5.570
H -1.583 3.038 -0.778
H -0.798 -0.114 -3.885
H -5.508 -5.081 -4.870
H 0.286 -1.431 -4.431
H 1.750 -2.139 -1.879
H 3.841 2.143 1.962
H 2.222 2.519 3.665
H -1.249 0.487 2.698
H -5.789 -6.018 -2.602
H 1.276 -0.734 0.179
H 1.843 3.055 -1.721
H 0.979 2.548 4.941
H -2.494 -3.659 -1.234
H 2.786 -0.701 -1.966
H 0.449 -1.172 2.343
H 0.028 -1.481 4.034
H 1.108 4.272 3.159
H 3.348 3.742 0.114
H 0.598 5.944 1.456
H -2.028 -2.204 -4.577
H -0.830 0.673 4.405
H -1.060 1.342 0.884
H -4.273 -5.301 -0.785
```

Its energy is -67610.327 eV. The lowest unoccupied orbital energy is 0.496 eV. The SMILES is CN(CC(=O)Nc1ccccc1Cl)C(=O)c1cccc(S(=O)(=O)N2CCN(c3ccc(F)cc3)CC2)c1. For the HOMO-LUMO gap, the calculation gives 8.22 eV. The HOMO energy is -7.73 eV. Its relative energy (zero: lowest compared OMol25 entry of this formula, charge and spin) is 22.6 kJ/mol.

=====

Entry 6:
Entry from OMol25: a structure of composition C33H49AgAs3Cl2N5O3S (wB97M-V/def2-TZVPD).

The geometry in XYZ format:
```
97
C33H49AgAs3Cl2N5O3S | OMol25 | wB97M-V/def2-TZVPD
Ag -0.748 -0.921 0.593
As 3.090 -7.327 0.041
As 1.402 -2.481 -2.237
As 1.189 -2.371 1.336
Cl 1.822 3.275 -0.650
Cl -1.027 6.363 2.712
S -2.241 0.501 -3.589
O -1.473 0.106 2.691
O 0.626 1.044 0.847
O -2.371 1.556 -0.113
N -3.413 3.616 -0.239
N -2.768 -1.351 -1.930
N -1.601 -0.785 -1.495
N -4.558 4.189 0.329
N -0.027 0.868 -2.068
C -0.373 -4.676 -0.572
C 1.386 -2.531 3.273
C -1.379 4.184 -3.253
C -4.928 3.352 1.362
C -4.433 5.623 0.578
C -4.183 2.226 1.366
C -1.183 0.192 -2.251
C 1.622 -4.242 0.901
C -3.203 2.340 0.306
C 2.871 -2.376 -3.539
C -4.192 -1.829 -5.086
C 1.141 -4.871 -0.415
C 2.876 -1.470 0.975
C -0.542 4.769 2.192
C -3.078 3.929 -1.581
C -4.470 -1.260 -3.695
C -3.687 4.519 -3.825
C -0.682 2.365 2.357
C -1.398 1.281 3.007
C 0.006 -2.930 -3.540
C 3.223 -7.066 1.986
C -6.007 3.766 2.301
C -1.738 3.910 -1.942
C 0.353 4.641 1.128
C -1.040 3.646 2.798
C 4.528 -6.087 -0.467
C 0.727 3.395 0.701
C 1.875 -4.308 -1.642
C 1.376 -6.397 -0.345
C 0.241 2.168 1.275
C -3.228 -0.808 -3.000
C -4.057 4.235 -2.517
C -2.351 4.487 -4.198
H 2.312 -7.434 2.459
H -6.888 4.117 1.762
H -0.646 -3.622 -0.655
H 1.369 -1.529 3.698
H 2.705 -4.336 0.997
H -5.173 -0.426 -3.761
H -4.922 -2.016 -3.053
H 5.461 -6.559 -0.159
H 0.748 5.523 0.643
H -0.995 3.693 -1.189
H 0.304 -3.784 -4.150
H 3.381 -6.029 2.273
H -3.632 5.836 1.292
H -0.332 4.185 -3.531
H -5.665 4.574 2.952
H -1.742 3.741 3.619
H -1.972 1.615 3.895
H -0.930 -3.146 -3.028
H 3.078 -1.460 -0.094
H 1.045 -6.829 -1.293
H -4.218 6.126 -0.363
H 2.919 -3.277 -4.152
H -2.065 4.710 -5.217
H 4.555 -5.961 -1.549
H 1.720 -4.974 -2.498
H 0.551 -3.097 3.684
H -5.114 -2.181 -5.549
H 2.781 -0.439 1.313
H -3.754 -1.077 -5.744
H 4.057 -7.666 2.350
H 0.346 0.854 -1.113
H 0.005 1.794 -2.466
H -6.290 2.925 2.929
H 2.717 -1.511 -4.183
H 0.712 -6.821 0.418
H -4.298 1.358 1.993
H 4.457 -5.112 0.012
H -3.496 -2.667 -5.026
H 1.183 -4.810 1.727
H -4.450 4.760 -4.553
H -0.150 -2.064 -4.186
H 2.950 -4.280 -1.454
H 3.817 -2.249 -3.013
H -0.732 -5.190 -1.466
H -0.906 -5.086 0.290
H -5.382 5.995 0.955
H -5.098 4.242 -2.220
H 2.325 -3.023 3.532
H 3.686 -1.971 1.507
```

Its energy is -271004.328 eV. The lowest unoccupied orbital energy is 0.529 eV. For the HOMO-LUMO gap, the calculation gives 7.83 eV. The HOMO energy is -7.30 eV. Its relative energy (zero: lowest compared OMol25 entry of this formula, charge and spin) is 20.3 kJ/mol.

=====

Entry 7:
Entry from OMol25: a cluster of 2 separate species, C5H10O2 in total (wB97M-V/def2-TZVPD).

The geometry in XYZ format:
```
17
C5H10O2 | OMol25 | wB97M-V/def2-TZVPD
O -0.711 -1.364 -0.254
O 1.310 -0.027 0.730
C 0.578 -1.969 1.361
C -0.096 0.757 -1.040
C 0.942 -0.172 -0.439
C -1.291 -0.103 -0.592
C -0.043 2.143 -0.424
H -0.385 -2.420 1.466
H 0.028 0.787 -2.131
H -2.045 -0.198 -1.403
H -1.821 0.369 0.251
H 1.398 -0.941 -1.080
H -0.809 2.794 -0.858
H 1.317 -2.483 0.747
H 1.022 -1.487 2.235
H 0.945 2.590 -0.577
H -0.214 2.070 0.655
```

Its energy is -9436.923 eV. The lowest unoccupied orbital energy (spin up / spin down) is -0.754 / -0.751 eV. For the HOMO-LUMO gap (spin up / spin down), the calculation gives 8.25 / 8.26 eV. The HOMO energy (spin up / spin down) is -9.01 / -9.01 eV. Its relative energy (zero: lowest compared OMol25 entry of this formula, charge and spin) is 590.5 kJ/mol.

=====

Entry 8:
Entry from OMol25: a structure of composition C5H20AlN10O5 at a distorted geometry (wB97M-V/def2-TZVPD).

The geometry in XYZ format:
```
41
C5H20AlN10O5 | OMol25 | wB97M-V/def2-TZVPD
Al 1.798 -0.621 1.033
O 1.350 1.350 3.080
O -0.461 -1.517 -0.411
O 2.347 -1.287 -1.718
O -0.871 0.294 1.680
O 0.839 1.192 -0.969
N 2.363 2.336 4.862
N -2.407 1.842 2.139
N -2.334 -1.034 -1.671
N -1.335 -3.075 -1.804
N 3.613 -1.410 -3.559
N -0.847 2.702 -1.196
N -3.083 -0.329 1.776
N 1.250 0.388 5.189
N 1.644 -2.563 -3.517
N -0.245 1.469 -2.994
C 0.003 1.780 -1.688
C 1.645 1.347 4.307
C -1.330 -1.833 -1.243
C 2.496 -1.742 -2.871
C -2.081 0.552 1.833
H 2.071 -3.210 -4.162
H 4.255 -0.808 -3.066
H 0.747 -2.762 -3.109
H -0.977 1.994 -3.435
H -2.383 -0.058 -1.444
H -2.871 -1.294 1.581
H 0.645 -0.311 4.787
H 2.923 2.898 4.239
H -1.636 2.437 2.392
H 0.189 0.701 -3.472
H -2.996 -1.426 -2.317
H -4.037 -0.075 1.972
H -1.510 3.181 -1.781
H -3.336 2.230 2.169
H 3.849 -1.743 -4.481
H -0.695 -3.763 -1.446
H -2.166 -3.343 -2.304
H 2.562 2.293 5.846
H 1.806 0.215 6.007
H -0.791 3.003 -0.236
```

Its energy is -37217.939 eV. The lowest unoccupied orbital energy is -15.293 eV. For the HOMO-LUMO gap, the calculation gives 3.17 eV. The total charge is +3. The HOMO energy is -18.46 eV. Its relative energy (zero: lowest compared OMol25 entry of this formula, charge and spin) is 243.5 kJ/mol.

=====

Entry 9:
Entry from OMol25: a cluster of 9 separate species, C21H39N3O26S6 in total at a distorted geometry (wB97M-V/def2-TZVPD).

The geometry in XYZ format:
```
95
C21H39N3O26S6 | OMol25 | wB97M-V/def2-TZVPD
S 3.936 -2.096 6.062
S -0.351 6.730 -2.272
S -5.672 1.324 2.109
S -4.820 -3.921 -3.508
S 2.919 1.721 -1.211
S -1.736 0.203 0.311
O -1.013 1.502 1.064
O -4.375 1.545 2.673
O -5.045 -2.796 -2.342
O -5.015 -2.839 -4.751
O -3.435 -4.337 -3.501
O 3.733 2.046 0.163
O 0.748 -3.498 -2.190
O 4.299 1.390 -2.077
O -5.555 0.608 0.646
O 2.415 2.913 -1.828
O 3.065 -1.305 4.993
O 2.055 0.600 -1.043
O -6.465 0.030 2.758
O -2.143 0.598 -1.015
O -6.609 2.416 1.991
O -5.840 -4.922 -3.511
O 1.023 0.574 4.087
O -1.442 5.835 -3.051
O -2.708 -0.330 1.212
O 4.364 -3.283 4.999
O -0.983 7.809 -1.568
O 0.767 6.963 -3.134
O 5.150 -1.359 6.311
O -0.392 -0.746 0.321
O 3.141 -2.570 7.162
O 0.032 5.554 -1.214
N 0.005 2.598 4.065
N 0.103 -2.916 -4.234
N 4.205 -1.742 0.411
C 5.393 2.081 -1.510
C 5.248 -3.116 -1.292
C 5.142 2.095 -0.024
C 5.282 -2.279 -0.188
C 3.347 -1.594 3.640
C -4.662 -1.527 -2.815
C -7.382 -0.401 1.794
C 3.027 -2.201 0.004
C 2.850 -3.110 -1.032
C -6.597 -0.354 0.462
C -5.101 -1.517 -4.260
C 0.692 -0.067 0.989
C 0.568 -1.150 -2.612
C 0.476 -2.600 -2.993
C 0.028 1.263 4.247
C -1.055 4.452 -3.039
C 0.411 1.392 0.874
C 3.980 -3.538 -1.717
C -1.273 0.645 4.670
C 4.145 -2.917 3.629
C -0.280 4.273 -1.725
H 0.569 1.923 -0.067
H 6.262 -2.036 0.209
H 0.558 3.631 -2.017
H 3.618 -3.726 3.126
H 1.625 -0.265 0.463
H -1.983 1.395 5.020
H -0.410 4.459 -3.920
H -7.225 0.046 -0.338
H 0.139 -3.899 -4.447
H 3.775 -4.192 -2.555
H 1.036 -0.565 -3.407
H 3.828 -0.729 3.195
H -8.274 0.222 1.751
H 1.176 -1.040 -1.720
H 5.325 3.103 -1.903
H -0.392 -0.693 -2.371
H -6.273 -1.329 0.100
H -0.853 3.116 4.047
H -1.693 0.090 3.830
H 0.890 3.036 3.868
H -6.119 -1.135 -4.355
H 5.650 2.877 0.532
H -0.217 -2.200 -4.859
H 5.169 -2.866 3.255
H 5.573 1.154 0.335
H -4.470 -0.837 -4.836
H -7.603 -1.456 1.948
H -5.297 -0.824 -2.270
H 2.396 -1.854 3.180
H 1.905 -3.422 -1.457
H -1.867 3.733 -3.095
H -0.799 3.717 -0.944
H 0.822 1.992 1.683
H 0.670 -0.458 2.003
H -3.627 -1.268 -2.584
H -1.150 -0.043 5.505
H 2.224 -1.828 0.634
H 6.084 -3.626 -1.749
H 6.361 1.669 -1.777
```

Its energy is -145118.379 eV. The lowest unoccupied orbital energy is -0.123 eV. The SMILES is O=S1(=O)OCCO1.O=S1(=O)OCCO1.O=S1(=O)OCCO1.O=S1(=O)OCCO1.O=S1(=O)OCCO1.O=S1(=O)OCCO1.c1ccncc1.CC(N)=O.CC(N)=O. For the HOMO-LUMO gap, the calculation gives 9.46 eV. The HOMO energy is -9.58 eV. Its relative energy (zero: lowest compared OMol25 entry of this formula, charge and spin) is 303.2 kJ/mol.

=====

Question: Which value of energy does entry 7 give?
Answer: -9436.923 eV

=====

Question: Among the records above, which one has the lowest energy?
Answer: C33H49AgAs3Cl2N5O3S